Entry 1:
Density functional theory data (wB97M-V/def2-TZVPD) for a 6-piece molecular cluster, C24H63N3O12 overall in a non-equilibrium geometry.

The calculation puts the HOMO-LUMO gap at 8.884 eV. Its SMILES is COCCNCCOC.COCCNCCOC.COCCNCCOC.OCCO.OCCO.OCCO.

ORCA input file:
```
! wB97M-V def2-TZVPD RIJCOSX def2/J DEFGRID3
* xyz 0 1
C -3.128 -1.618 -5.805
C -3.670 -1.169 -7.097
O -5.084 -1.469 -7.269
O -3.629 -0.805 -4.744
H -2.041 -1.588 -5.878
H -3.301 -2.669 -5.572
H -3.196 -1.531 -8.009
H -3.618 -0.080 -7.111
H -5.510 -0.628 -7.089
H -3.071 -0.921 -3.972
C 1.720 0.327 0.159
C 0.351 0.721 -0.426
O -0.383 -0.444 -0.808
O 1.560 -0.407 1.346
H 2.277 1.231 0.406
H 2.371 -0.229 -0.516
H 0.573 1.276 -1.338
H -0.275 1.317 0.238
H -0.572 -1.016 -0.060
H 1.583 -1.311 1.023
C 0.678 3.459 4.748
C -0.240 2.344 5.319
O -0.493 2.549 6.726
O -0.002 4.684 4.932
H 0.918 3.307 3.696
H 1.566 3.522 5.376
H 0.209 1.355 5.221
H -1.146 2.386 4.715
H -1.236 2.015 7.016
H -0.163 4.856 5.863
C -6.977 -2.361 -0.796
O -8.251 -2.994 -1.115
C -8.575 -3.241 -2.496
C -8.970 -1.931 -3.185
N -10.188 -1.395 -2.552
C -10.196 0.068 -2.627
C -11.457 0.680 -1.984
O -11.619 0.147 -0.649
C -11.210 1.050 0.374
H -6.949 -1.338 -1.170
H -6.120 -2.969 -1.087
H -6.761 -2.300 0.271
H -9.406 -3.945 -2.545
H -7.672 -3.669 -2.930
H -9.209 -2.065 -4.240
H -8.151 -1.217 -3.090
H -10.235 -1.722 -1.598
H -10.135 0.471 -3.638
H -9.289 0.437 -2.149
H -12.320 0.361 -2.568
H -11.545 1.766 -2.027
H -10.135 1.172 0.240
H -11.280 0.488 1.305
H -11.787 1.973 0.324
C 5.548 -3.229 -1.219
O 4.715 -4.208 -0.634
C 4.631 -4.059 0.752
C 3.466 -4.887 1.357
N 2.156 -4.490 0.814
C 1.049 -5.269 1.320
C -0.278 -4.774 0.739
O -0.701 -3.488 1.148
C -0.666 -3.264 2.551
H 5.797 -3.497 -2.246
H 6.512 -3.103 -0.725
H 5.064 -2.252 -1.247
H 4.529 -3.034 1.108
H 5.603 -4.416 1.094
H 3.516 -4.704 2.431
H 3.677 -5.918 1.074
H 2.195 -4.571 -0.192
H 1.031 -5.230 2.409
H 1.161 -6.310 1.017
H -1.122 -5.446 0.891
H -0.135 -4.717 -0.340
H 0.364 -3.299 2.905
H -1.222 -4.022 3.103
H -1.206 -2.355 2.815
C 11.641 6.049 2.810
O 10.387 5.810 2.291
C 9.429 5.275 3.213
C 8.254 4.600 2.435
N 8.739 3.427 1.671
C 7.723 2.699 0.870
C 7.066 3.556 -0.245
O 6.230 2.871 -1.182
C 5.477 3.710 -2.054
H 12.005 5.293 3.505
H 11.579 7.049 3.238
H 12.348 6.129 1.984
H 9.077 6.108 3.823
H 9.891 4.539 3.871
H 7.947 5.263 1.626
H 7.431 4.295 3.082
H 9.142 2.766 2.319
H 6.997 2.278 1.566
H 8.169 1.840 0.369
H 7.857 4.045 -0.813
H 6.565 4.376 0.271
H 4.860 3.112 -2.726
H 6.140 4.360 -2.625
H 4.752 4.165 -1.379
*
```

***

Entry 2:
Density functional theory data (wB97M-V/def2-TZVPD) for a 8-piece molecular cluster, C24H64ClN4O11 overall in a non-equilibrium geometry.

The calculation puts the HOMO-LUMO gap at 7.982 eV.

ORCA input file:
```
! wB97M-V def2-TZVPD RIJCOSX def2/J DEFGRID3
* xyz -1 1
Cl -1.423 -0.809 2.214
O -0.253 -0.299 1.574
O -1.074 -1.505 3.324
O -2.185 0.343 2.543
O -2.139 -1.760 1.344
C 3.786 -5.503 -1.815
C 4.856 -4.468 -1.461
C 6.289 -5.010 -1.716
C 7.370 -3.950 -1.586
C 7.085 -2.812 -2.650
C 5.686 -2.198 -2.468
N 4.766 -3.319 -2.431
O 3.441 -2.894 -2.596
C 5.697 -1.233 -1.299
C 5.373 -1.416 -3.764
C 4.632 -3.882 -0.079
H 3.835 -6.320 -1.096
H 3.842 -5.857 -2.845
H 2.781 -5.135 -1.606
H 6.544 -5.832 -1.048
H 6.332 -5.413 -2.728
H 8.353 -4.393 -1.748
H 7.363 -3.542 -0.576
H 7.143 -3.257 -3.643
H 7.950 -2.167 -2.492
H 6.221 -0.377 -1.725
H 4.712 -1.038 -0.876
H 6.341 -1.620 -0.509
H 4.332 -1.099 -3.705
H 6.067 -0.597 -3.953
H 5.198 -2.022 -4.653
H 4.504 -4.621 0.712
H 3.696 -3.325 -0.045
H 5.434 -3.269 0.332
H 3.264 -2.389 -1.799
C -2.412 -7.373 2.717
O -3.080 -6.313 3.361
H -3.012 -8.279 2.809
H -2.146 -7.164 1.681
H -1.438 -7.488 3.191
H -2.556 -5.516 3.244
C -8.057 -4.021 2.616
O -9.338 -3.421 2.329
H -7.170 -3.436 2.375
H -7.927 -4.438 3.615
H -8.025 -4.915 1.993
H -9.452 -3.238 1.393
C -2.380 -4.612 -4.277
O -3.078 -5.527 -5.160
H -2.652 -4.715 -3.227
H -1.294 -4.677 -4.348
H -2.659 -3.596 -4.559
H -2.504 -5.662 -5.917
C 3.932 6.260 3.410
C 3.437 4.806 3.343
C 3.738 3.901 4.559
O 5.189 3.783 4.658
C 5.542 2.770 5.577
N 2.002 4.816 2.999
H 3.350 6.845 4.121
H 3.934 6.660 2.396
H 4.950 6.279 3.797
H 3.970 4.470 2.454
H 3.293 2.916 4.418
H 3.297 4.305 5.470
H 5.602 1.731 5.252
H 4.877 2.647 6.431
H 6.555 2.918 5.952
H 1.563 5.414 3.684
H 1.623 3.905 3.213
C 0.843 3.153 -3.255
C -0.628 3.309 -3.707
C -1.101 2.288 -4.713
O -2.299 2.675 -5.422
C -2.945 1.624 -5.990
N -1.358 3.363 -2.458
H 1.566 3.312 -4.056
H 0.884 2.097 -2.989
H 1.163 3.745 -2.397
H -0.766 4.313 -4.110
H -1.168 1.282 -4.299
H -0.401 2.151 -5.538
H -3.862 2.014 -6.432
H -3.284 0.865 -5.285
H -2.322 1.182 -6.768
H -1.570 2.412 -2.191
H -0.715 3.558 -1.704
C -7.585 6.361 2.590
C -6.741 5.058 2.528
C -7.273 4.127 1.358
O -8.647 3.671 1.476
C -8.921 3.043 2.662
N -5.348 5.460 2.452
H -8.643 6.112 2.664
H -7.402 7.040 1.757
H -7.291 6.938 3.467
H -6.784 4.625 3.528
H -6.571 3.310 1.197
H -7.124 4.686 0.434
H -9.156 3.871 3.330
H -8.229 2.274 3.006
H -9.860 2.526 2.464
H -4.884 4.564 2.410
H -5.065 5.942 3.293
*
```

***

Entry 3:
Density functional theory data (wB97M-V/def2-TZVPD) for a 5-piece molecular cluster, C24H64IN4O4P overall.

The calculation puts the HOMO-LUMO gap at 8.321 eV. Its SMILES is CC(C)CC[PH3]C[C@H](C)I.COC[C@@H](C)N.COC[C@@H](C)N.COC[C@@H](C)N.COC[C@@H](C)N.

ORCA input file:
```
! wB97M-V def2-TZVPD RIJCOSX def2/J DEFGRID3
* xyz 0 1
C -5.564 1.536 0.522
C -6.113 0.608 -0.556
C -6.701 1.406 -1.726
C -5.136 -0.497 -1.074
C -3.664 -0.394 -0.659
P -2.708 1.125 -1.327
C -1.762 2.676 -1.954
C -2.033 3.141 -3.374
C -3.228 4.095 -3.440
I -2.283 1.525 -4.812
H -6.409 1.904 1.097
H -4.903 1.044 1.226
H -5.087 2.405 0.074
H -6.954 0.085 -0.110
H -7.451 0.791 -2.217
H -7.185 2.323 -1.399
H -5.946 1.631 -2.472
H -5.508 -1.454 -0.720
H -5.173 -0.516 -2.162
H -3.561 -0.422 0.425
H -3.164 -1.290 -1.027
H -1.802 0.280 -2.013
H -3.858 1.568 -2.031
H -2.405 1.542 0.011
H -0.703 2.493 -1.776
H -2.060 3.483 -1.287
H -1.166 3.670 -3.739
H -3.654 4.085 -4.436
H -3.975 3.837 -2.700
H -2.848 5.091 -3.231
C 2.591 1.559 -2.092
C 2.449 2.954 -1.494
C 3.782 3.702 -1.354
O 4.594 3.267 -0.280
C 5.381 2.118 -0.537
N 1.726 2.854 -0.223
H 2.975 0.839 -1.368
H 1.617 1.193 -2.419
H 3.254 1.563 -2.959
H 1.830 3.543 -2.178
H 3.562 4.752 -1.142
H 4.349 3.675 -2.294
H 5.724 2.089 -1.575
H 4.839 1.197 -0.306
H 6.253 2.166 0.116
H 1.525 3.788 0.125
H 2.359 2.456 0.466
C 4.070 -3.636 -2.489
C 4.499 -3.245 -1.078
C 3.350 -3.206 -0.060
O 2.522 -2.066 -0.163
C 1.502 -2.123 -1.142
N 5.226 -1.973 -1.137
H 3.577 -2.814 -3.007
H 4.942 -3.912 -3.082
H 3.389 -4.489 -2.474
H 5.199 -4.011 -0.727
H 3.787 -3.154 0.940
H 2.748 -4.123 -0.104
H 1.072 -3.125 -1.233
H 1.870 -1.787 -2.114
H 0.713 -1.439 -0.830
H 5.609 -1.767 -0.216
H 4.538 -1.238 -1.291
C 8.544 -2.455 0.711
C 8.307 -1.058 1.272
C 9.588 -0.234 1.465
O 10.363 -0.600 2.590
C 11.232 -1.700 2.399
N 7.519 -1.167 2.504
H 8.924 -3.147 1.463
H 7.606 -2.869 0.341
H 9.248 -2.434 -0.123
H 7.699 -0.515 0.541
H 9.299 0.805 1.640
H 10.207 -0.249 0.558
H 11.636 -1.720 1.382
H 10.735 -2.649 2.612
H 12.060 -1.590 3.099
H 7.253 -0.238 2.818
H 8.134 -1.515 3.236
C -7.423 -1.652 3.231
C -8.193 -0.402 3.644
C -9.518 -0.692 4.364
O -10.571 -1.116 3.521
C -10.575 -2.493 3.195
N -8.373 0.453 2.468
H -7.853 -2.122 2.346
H -6.393 -1.393 2.987
H -7.403 -2.391 4.035
H -7.567 0.145 4.356
H -9.868 0.239 4.817
H -9.373 -1.413 5.180
H -10.216 -3.103 4.030
H -9.972 -2.699 2.308
H -11.604 -2.775 2.975
H -8.778 1.340 2.755
H -9.091 0.029 1.885
*
```

***

Entry 4:
Density functional theory data (wB97M-V/def2-TZVPD) for a 12-piece molecular cluster, C24H64O16S4 overall in a non-equilibrium geometry.

The calculation puts the HOMO-LUMO gap at 8.738 eV. Its SMILES is O=S1(=O)CCCC1.O=S1(=O)CCCC1.O=S1(=O)CCCC1.O=S1(=O)CCCC1.CO.CO.CO.CO.CO.CO.CO.CO.

ORCA input file:
```
! wB97M-V def2-TZVPD RIJCOSX def2/J DEFGRID3
* xyz 0 1
C -3.407 -1.054 -3.434
O -2.506 -0.606 -4.446
H -3.083 -0.955 -2.397
H -4.262 -0.379 -3.405
H -3.724 -2.068 -3.675
H -2.998 -0.430 -5.251
C 2.878 1.319 3.868
O 2.323 2.535 4.378
H 3.227 1.441 2.842
H 3.696 1.129 4.562
H 2.083 0.579 3.962
H 3.088 3.114 4.422
C -4.768 2.207 -0.937
O -4.771 1.551 0.344
H -5.029 3.241 -0.715
H -3.798 2.223 -1.433
H -5.513 1.707 -1.557
H -4.208 2.080 0.914
C 2.213 -0.747 -3.859
O 2.630 -1.140 -5.172
H 2.786 -1.269 -3.093
H 2.340 0.335 -3.810
H 1.166 -0.907 -3.601
H 3.537 -0.830 -5.230
C -0.158 3.678 -2.550
O 1.217 3.384 -2.606
H -0.627 2.702 -2.675
H -0.569 3.965 -1.583
H -0.571 4.305 -3.340
H 1.748 4.103 -2.255
C -0.184 -5.958 0.769
O 0.627 -5.019 0.067
H -1.175 -5.590 1.034
H -0.165 -6.942 0.302
H 0.299 -5.981 1.746
H 0.648 -4.270 0.666
C -2.472 -2.396 2.760
O -3.350 -1.935 3.748
H -1.518 -2.778 3.124
H -2.940 -3.218 2.219
H -2.276 -1.537 2.119
H -3.681 -2.756 4.118
C 2.280 -4.544 -3.074
O 1.927 -5.645 -2.210
H 2.994 -4.908 -3.812
H 1.399 -4.109 -3.545
H 2.836 -3.859 -2.433
H 1.444 -5.249 -1.481
C -1.201 0.157 -0.464
C 0.159 0.752 -0.106
C 0.917 -0.166 0.926
S 0.678 -1.796 0.240
O 0.198 -2.778 1.272
O 1.715 -2.156 -0.746
C -0.849 -1.359 -0.698
H -1.709 0.709 -1.255
H -1.884 0.168 0.385
H -0.090 1.713 0.344
H 0.824 0.809 -0.967
H 0.578 -0.143 1.962
H 1.997 -0.022 0.899
H -1.564 -2.065 -0.275
H -0.607 -1.641 -1.723
C 0.677 6.889 1.996
C 1.141 5.497 2.527
C 1.511 4.651 1.252
S 2.528 5.837 0.251
O 2.368 5.537 -1.205
O 3.842 5.962 0.881
C 1.462 7.288 0.678
H 0.932 7.544 2.829
H -0.413 6.902 2.023
H 0.427 5.042 3.214
H 1.977 5.599 3.219
H 0.613 4.493 0.653
H 2.066 3.737 1.457
H 0.704 7.380 -0.100
H 2.039 8.213 0.700
C -6.694 -2.146 1.467
C -6.380 -3.623 1.621
C -6.026 -4.312 0.239
S -5.040 -2.951 -0.621
O -5.609 -2.718 -1.954
O -3.621 -3.235 -0.565
C -5.604 -1.555 0.520
H -6.706 -1.627 2.426
H -7.671 -2.047 0.996
H -7.158 -4.139 2.183
H -5.549 -3.756 2.314
H -6.928 -4.526 -0.334
H -5.432 -5.226 0.229
H -5.801 -0.643 -0.043
H -4.792 -1.358 1.220
C 6.187 -0.656 1.279
C 6.214 -0.881 -0.215
C 5.018 -0.067 -0.844
S 5.163 1.510 0.090
O 3.877 1.934 0.609
O 6.002 2.447 -0.696
C 6.170 0.871 1.484
H 6.979 -1.103 1.879
H 5.232 -1.004 1.674
H 6.194 -1.945 -0.450
H 7.198 -0.538 -0.537
H 4.115 -0.545 -0.465
H 4.969 0.132 -1.915
H 5.833 1.185 2.472
H 7.188 1.247 1.382
*
```